Molecular formula: C6H7NO2S2
Method: DFT, the ωB97M-V functional and the def2-TZVPD basis

```
18
C6H7NO2S2 (the ωB97M-V functional and the def2-TZVPD basis)
C -0.28122 -2.13636 0.11881
C -1.12754 -1.06328 0.19549
C -0.68367 0.21253 0.40599
C 1.79931 -0.49309 -0.07670
C -2.60937 -1.31393 0.05587
C 2.86661 1.87923 -0.51806
N -1.01000 1.48061 0.34766
O -2.05076 1.55079 1.06046
O -0.39088 2.40569 -0.14317
S 1.45288 -2.09807 0.20780
S 3.22294 0.26977 0.26922
H -0.66798 -3.13063 -0.02567
H -3.07451 -1.19472 1.03129
H -3.06190 -0.59124 -0.61646
H -2.79664 -2.31928 -0.30996
H 1.80011 2.07619 -0.44546
H 3.17491 1.82239 -1.55699
H 3.43769 2.64339 -0.00010
```

The total charge is 0. The value obtained for the HOMO-LUMO gap is 7.1 eV.

Results of the Mulliken charge analysis, in e, for atoms 1 through 8:
1. C -0.443
2. C 0.908
3. C -0.209
4. C -0.126
5. C -1.334
6. C -0.404
7. N 0.936
8. O -0.573

=====

Molecular formula: C6H7NO2S2
Method: DFT, the ωB97M-V functional and the def2-TZVPD basis

```
18
C6H7NO2S2 (the ωB97M-V functional and the def2-TZVPD basis)
C 1.10523 -2.31692 1.12264
C 0.73823 -1.14106 1.66004
C 2.04834 -2.20990 0.12514
C 1.42356 -0.06083 1.14257
C -1.36499 0.76205 0.12688
C -0.92205 1.74080 -0.89469
N -0.09992 1.32708 -1.80007
O -2.30300 1.07877 1.04779
O -1.08247 -0.40748 0.10711
S 2.43346 -0.60544 -0.18172
S 1.20825 1.58428 1.51582
H 0.60322 -3.27337 1.39040
H 0.25350 -0.85534 2.57823
H 2.30009 -3.02896 -0.58626
H -1.01612 2.82971 -0.99679
H -2.78544 1.91995 0.91958
H 0.25483 0.39401 -1.56189
H 0.69165 1.95035 -1.93943
```

The total charge is 0. The value obtained for the HOMO-LUMO gap (alpha / beta) is 7.6 / 5.8 eV.

Results of the Mulliken charge analysis, in e, for atoms 1 through 8:
1. C -0.518
2. C -0.192
3. C -0.210
4. C 0.116
5. C 0.686
6. C -0.395
7. N -0.384
8. O -0.481

=====

What E values result from the calculations? In sequence: -33582.7565; -33588.5105 eV.
What ΔE to the lowest compared entry with this formula, charge and spin values result from the calculations? In sequence: 7.157; 1.403 eV.